Entry 1:
Computed, not measured: a cluster of 2 separate species, C3H7O3 in total, with wB97M-V/def2-TZVPD.

```
13
Properties=species:S:1:pos:R:3:forces:R:3
O -1.03080 -2.78756 -0.53938 -0.156 0.101 -0.289
C 0.12257 -2.34477 -0.62103 -0.144 0.049 0.954
O 0.55376 -1.18546 -0.37999 0.051 -0.131 -0.241
H 0.91250 -3.10406 -0.81600 0.265 -0.089 -0.339
H 0.57564 0.44158 -0.49286 0.153 -0.179 -0.219
C -0.41466 1.88524 0.27596 -0.517 0.274 0.073
O 0.59715 1.42619 -0.56003 0.141 0.086 -0.192
C 0.10283 2.22195 1.66115 -0.844 -0.672 0.458
H -0.88764 2.77428 -0.17397 0.150 -0.057 0.032
H -1.20875 1.13695 0.37430 -0.008 -0.087 -0.042
H 0.53745 1.32065 2.09424 0.234 0.024 -0.033
H 0.83198 3.00517 1.62936 0.489 0.493 0.036
H -0.72791 2.49444 2.33306 0.185 0.187 -0.199
```
Positions in Å, forces in eV/Å.

Its LUMO energy is 4.09 eV. The value obtained for the HOMO energy is -4.50 eV. As for the net charge: -1. As for the relative energy (zero: lowest compared OMol25 entry of this formula, charge and spin): 15.0 kcal/mol.

Entry 2:
Computed, not measured: the molecule C12H17N5O4, with wB97M-V/def2-TZVPD.

```
38
Properties=species:S:1:pos:R:3:forces:R:3
C -0.26174 3.73791 5.77337 0.193 0.166 -0.079
C -0.77216 3.12965 4.46657 -0.613 -0.359 -0.319
C -1.72465 1.99226 4.79404 -0.416 -0.329 0.043
C 0.37708 2.67492 3.55380 0.506 -0.034 0.720
C 1.29627 3.89364 3.31904 -0.234 0.345 0.101
C 1.68813 3.88061 1.86232 0.045 -0.290 -0.694
C 0.56789 3.11806 1.15742 -0.626 -0.182 -0.018
N -0.06553 2.14642 2.19642 -0.666 1.558 -1.246
C -0.12864 0.57030 1.42781 -1.462 1.392 -0.665
C -1.23064 -0.27401 1.98884 -0.570 0.692 -0.523
N -2.57668 0.23933 1.97270 -1.100 -0.500 -0.170
O -2.81516 1.47858 1.77518 0.963 -1.806 0.130
O -3.51024 -0.57577 2.16752 1.411 1.767 -0.212
C -1.12918 -1.68634 2.08178 2.115 -0.365 -0.588
N 0.01416 -2.36120 1.86116 -2.303 -0.393 1.431
C 1.10458 -1.65688 1.56881 2.285 -0.134 -1.683
N 2.26040 -2.24314 1.07316 -2.545 2.285 0.587
O 2.91156 -1.19579 0.41127 -0.795 1.186 0.732
N 2.15124 0.02753 0.53037 -0.574 -1.026 0.799
O 2.50244 1.01564 -0.10544 -0.016 -0.756 0.516
C 1.09691 -0.22574 1.36544 1.474 -0.510 -1.563
H 0.40432 3.02722 6.28139 -0.150 0.151 0.006
H 0.28879 4.66707 5.59778 -0.032 -0.153 0.174
H -1.10976 3.96595 6.43792 0.330 -0.125 -0.256
H -1.32034 3.90295 3.89846 0.045 -0.080 0.192
H -1.16567 1.11377 5.15569 -0.221 0.228 -0.054
H -2.43047 2.30368 5.57863 0.220 -0.155 -0.212
H -2.32859 1.70420 3.92546 0.208 -0.005 0.324
H 0.92176 1.88900 4.06640 0.133 -0.336 -0.023
H 0.69451 4.80266 3.49902 0.364 -0.327 0.144
H 2.15666 3.87069 4.01337 -0.471 0.163 -0.381
H 1.74511 4.86883 1.38449 0.247 -0.194 0.417
H 2.65158 3.37002 1.73659 -0.274 0.045 -0.230
H -0.26299 3.74873 0.76645 0.644 -0.154 0.501
H 0.94804 2.56371 0.30408 -0.032 -0.128 0.132
H -1.09406 2.38076 2.12769 0.901 -0.867 0.091
H -0.37899 1.07785 0.39959 0.345 -1.066 1.788
H -2.05532 -2.26058 2.22913 0.671 0.294 0.087
```
Positions in Å, forces in eV/Å.

Its LUMO energy is -0.58 eV. The value obtained for the HOMO energy is -8.29 eV. Its SMILES is CC(C)[C@@H]1CCC[N@H+]1[C@@H]1C(=[N+]([O-])[O-])C=Nc2no[n+]([O-])c21. As for the relative energy (zero: lowest compared OMol25 entry of this formula, charge and spin): 51.2 kcal/mol.

| no. | largest force on an atom (eV/Å) | orbital gap (Ha) |
| --- | --- | --- |
| 1 | 1.172 | 0.316 |
| 2 | 3.470 | 0.283 |